1.
This record from the Open Molecules 2025 dataset describes a molecular structure, C39H42N5O6S2SbSiZr. The level of theory is the ωB97M-V functional and the def2-TZVPD basis.

Last column: Löwdin charge in e.
Cartesian coordinates (Å):
C  -0.113  -4.247  -2.738  -0.1382
C  4.579  3.286  1.883  -0.1615
C  0.748  -5.271  -3.099  -0.0769
C  -5.640  -4.509  -2.301  -0.0863
H  -1.954  4.103  -2.484  0.1563
H  -2.234  4.643  -0.800  0.1418
H  2.573  -2.433  -1.749  0.0704
C  -1.296  0.941  3.944  -0.0265
C  -2.408  0.702  -0.297  -0.9519
C  1.567  -5.861  -2.144  -0.0790
O  1.472  3.752  0.071  0.0074
N  1.072  1.589  -1.588  -0.1874
C  0.697  3.934  -2.496  -0.1487
H  -2.435  -3.589  4.975  0.1058
H  -0.748  -3.789  -3.487  0.1129
C  1.117  2.623  -2.474  -0.1118
C  0.665  -4.400  -0.461  -0.1381
C  -0.147  4.662  -1.452  -0.2687
C  -1.275  -2.402  3.613  -0.0700
C  0.752  5.976  -3.879  -0.1052
Zr  0.417  1.674  0.547  1.7869
H  1.615  2.321  -3.391  0.1164
C  -1.569  4.080  -1.462  -0.0966
C  0.189  0.751  3.886  -0.3335
C  -1.063  -2.044  2.290  -0.1434
C  5.311  0.352  1.212  -0.1736
H  -3.518  0.135  1.148  0.1123
C  0.948  0.491  5.010  -0.0527
Si  4.109  1.774  0.868  0.4251
H  2.948  0.218  5.748  0.1090
H  -6.561  -4.990  -2.603  0.1021
H  5.842  0.456  2.160  0.0203
C  -0.147  -3.812  -1.420  -0.3882
C  4.206  2.206  -0.947  -0.1662
N  1.641  0.478  -2.215  -0.0226
H  -4.469  -1.508  -1.270  0.0685
H  0.650  -4.050  0.565  0.0935
C  -2.720  2.127  -0.759  -0.1654
H  -3.846  -4.560  3.184  0.1061
H  -4.443  -6.270  -2.568  0.1030
H  4.778  -0.602  1.225  0.0278
C  1.601  -0.658  -1.644  -0.8218
O  -1.464  2.727  -1.011  -0.2116
C  -0.225  6.157  -1.659  -0.0306
H  -0.653  -1.963  4.383  0.1018
H  6.068  0.295  0.426  0.0241
C  -4.456  -2.553  -1.553  -0.1313
H  4.555  3.097  2.958  0.0221
C  0.394  4.311  -0.070  -0.4430
H  2.240  -6.660  -2.430  0.1038
H  1.499  4.103  -4.485  0.1106
N  2.484  1.280  1.301  -0.1866
C  2.138  0.943  2.551  -0.4518
S  0.935  -1.000  -0.052  0.6483
O  -3.580  0.083  0.185  -0.0495
C  -3.272  -4.609  -1.891  -0.1267
C  -5.639  -3.170  -1.931  -0.0774
N  2.110  -1.756  -2.338  0.0628
H  0.783  -5.604  -4.128  0.1063
O  -1.461  0.735  0.645  -0.3733
H  0.470  0.361  5.971  0.1065
H  -1.729  0.422  4.797  0.0809
H  -6.561  -2.603  -1.940  0.1044
H  4.028  0.635  3.575  0.0877
H  5.587  3.623  1.627  0.0308
C  -2.846  -3.507  1.614  -0.1018
C  0.163  6.735  -2.799  -0.0896
C  1.010  4.666  -3.696  -0.0619
C  -4.454  -5.227  -2.281  -0.0844
H  1.021  6.475  -4.799  0.0898
H  -2.360  -5.197  -1.869  0.0913
H  3.886  4.102  1.668  0.0267
Sb  -1.474  -2.295  -0.789  1.4043
H  -3.359  2.162  -1.644  0.1365
O  -0.204  3.274  1.841  -0.2719
H  -1.759  0.591  3.024  0.0524
H  -3.470  -3.946  0.846  0.0917
C  2.339  0.430  4.877  -0.0574
H  2.675  -1.468  -3.126  0.0904
H  -3.222  2.626  0.080  0.1513
O  -0.498  4.336  0.906  -0.0232
S  -1.930  -0.228  -1.867  0.6857
H  3.612  3.088  -1.188  0.0201
H  -0.646  6.738  -0.847  0.1164
H  3.874  1.386  -1.585  0.0152
C  1.523  -5.429  -0.826  -0.0761
C  -3.257  -3.266  -1.529  -0.3532
H  -0.298  -1.315  2.070  0.0244
H  5.251  2.421  -1.189  0.0350
N  0.782  0.898  2.693  -0.0001
C  2.952  0.657  3.670  -0.0170
H  0.051  7.807  -2.908  0.1032
H  2.157  -5.889  -0.079  0.1061
C  -3.061  -3.857  2.940  -0.0734
H  -1.508  2.008  4.035  0.0906
C  -2.272  -3.311  3.942  -0.0696
C  -1.842  -2.600  1.283  -0.3109

Properties
Multiplicity   1
Total charge   0

2.
This record from the Open Molecules 2025 dataset describes a molecular structure, C39H42N8O4S2Ti at a distorted geometry. The level of theory is the ωB97M-V functional and the def2-TZVPD basis.

Last column: Löwdin charge in e.
Cartesian coordinates (Å):
C  -3.611  4.267  -0.499  -0.0268
H  -0.654  -0.778  -3.671  0.1164
C  3.649  0.595  -0.021  0.0088
C  5.802  -3.887  1.826  -0.0580
H  -0.038  2.281  3.375  0.1418
C  -2.771  0.422  -2.531  -0.6876
S  -3.442  1.321  -3.843  1.1661
C  -2.937  -3.486  2.539  0.0447
H  -2.012  6.883  0.937  0.1210
H  -4.207  1.755  -0.776  0.1400
C  -2.347  5.867  0.774  -0.0542
H  1.372  -0.735  1.930  0.1009
C  1.585  0.572  -1.753  -0.1404
H  -4.866  2.277  2.099  0.1486
N  -3.315  -0.752  -2.166  0.1482
C  -3.779  1.865  0.223  -0.1845
N  2.003  3.689  0.486  0.1270
C  -2.345  2.599  -3.503  -0.3048
H  -2.833  -1.366  -1.534  0.0910
H  0.434  2.556  1.703  0.0753
H  -1.382  -4.829  1.945  0.1423
H  4.928  0.954  -1.711  0.1338
N  1.119  -2.891  -0.050  0.1718
C  -1.774  -3.824  1.881  0.0620
C  2.852  0.770  -2.253  -0.0051
H  -4.062  -1.134  -2.722  0.1296
C  4.585  -3.928  2.495  -0.0609
H  2.498  1.992  2.786  0.1274
C  -3.281  -0.041  1.288  -0.3296
O  -0.542  0.807  1.994  -0.1593
O  0.207  -4.814  0.623  0.0079
H  -1.469  -2.304  -3.296  0.1220
C  2.128  0.047  1.871  -0.1178
H  -2.365  3.507  -4.082  0.0984
H  -1.364  5.106  2.525  0.1175
C  -0.356  4.468  -2.307  -0.3217
N  -1.753  1.022  -1.920  -0.0467
C  4.632  -3.769  -0.271  -0.0325
C  -1.544  2.298  -2.458  -0.3153
O  -4.426  0.269  1.841  0.0843
S  0.889  5.211  -1.406  1.1483
H  2.358  -3.848  -1.461  0.1291
H  1.569  -1.924  -3.244  0.0801
H  -4.301  -1.848  2.849  0.1461
H  0.684  -3.451  -2.993  0.0808
H  -3.480  -4.215  3.125  0.1454
H  1.740  0.805  3.821  0.1313
N  0.197  2.799  -0.788  0.0651
H  -4.273  4.038  -1.327  0.1236
H  1.971  -5.892  0.597  0.1428
C  2.345  0.369  0.415  -0.2602
H  -0.728  0.212  2.728  0.1254
H  3.055  -0.377  2.248  0.1291
H  4.454  0.597  0.702  0.1375
C  0.659  -2.477  -3.484  -0.0383
H  0.745  0.598  -2.436  0.1022
C  -2.673  -1.328  1.578  -0.1703
C  -3.230  3.262  0.381  -0.2021
N  -1.496  -1.602  0.942  0.1187
H  -5.844  1.425  0.890  0.1507
C  -1.976  4.868  1.664  -0.0513
H  4.651  -3.731  -1.355  0.1154
H  2.671  4.442  0.518  0.1170
H  2.999  0.912  -3.315  0.1305
Ti  -0.824  0.341  -0.169  1.2140
C  -1.064  -2.892  1.126  -0.0947
H  -2.211  2.802  2.205  0.1065
H  4.564  -4.011  3.574  0.1136
H  0.165  -1.837  -1.255  0.0385
H  2.368  2.788  0.743  0.0658
C  1.048  3.752  -0.477  -0.6526
C  1.397  -5.252  -0.067  -0.0226
N  1.312  0.364  -0.450  -0.0080
C  3.917  0.792  -1.362  0.0068
C  3.397  -3.896  1.782  -0.0500
C  2.125  -3.929  -0.398  -0.2154
C  -3.391  -2.199  2.383  0.0628
C  -0.577  3.207  -1.869  -0.3440
C  -4.843  1.542  1.296  0.0045
H  6.728  -3.944  2.382  0.1169
C  3.411  -3.815  0.392  -0.2071
C  5.823  -3.812  0.441  -0.0562
H  -3.493  6.355  -0.969  0.1219
H  0.643  -2.647  -4.560  0.1046
C  -3.176  5.568  -0.297  -0.0480
C  1.743  1.204  2.804  -0.1270
C  0.384  1.812  2.486  -0.1763
C  -0.582  -1.703  -3.094  -0.2371
H  -0.853  5.005  -3.098  0.0946
H  6.768  -3.812  -0.088  0.1162
C  0.159  -3.488  0.535  -0.3298
H  2.454  -3.954  2.318  0.1161
C  -2.427  3.571  1.474  -0.0440
H  1.095  -5.819  -0.947  0.1409
O  -0.581  -1.359  -1.682  -0.2245
N  -2.783  0.767  0.419  0.0347

Properties
Multiplicity   2
Total charge   +3
<S²>   0.753

Number 1: DFT total energy -3609.813776 a.u.. Number 2: DFT total energy -3895.508006 a.u..